Below is an isolated molecule of C21H28N4O4S, with properties calculated with the ωB97M-V functional and the def2-TZVPD basis.

```
58
C21H28N4O4S the ωB97M-V functional and the def2-TZVPD basis
C -6.7759 -3.5378 1.3070
O -6.8912 -2.1368 1.3726
C -5.7578 -1.3952 1.4595
C -5.9688 0.0044 1.5232
C -4.9216 0.8687 1.6128
C -3.5935 0.3840 1.6460
N -2.5853 1.2636 1.7286
C -1.3476 0.8165 1.7616
C -0.3023 1.8184 1.7957
N 0.9222 1.4727 1.8355
N 1.8817 2.3997 1.7961
C 3.1895 2.1057 1.5227
O 4.0114 2.9869 1.4443
C 3.5293 0.6107 1.4720
C 5.0154 0.4132 1.1332
C 5.3520 0.8069 -0.2978
S 4.9609 -0.5291 -1.4860
C 5.0743 0.4540 -3.0027
N 2.6463 -0.0966 0.5767
C 2.0505 0.4634 -0.5028
O 2.2323 1.6031 -0.8653
O 1.2218 -0.4341 -1.0539
C 0.4062 -0.0877 -2.1962
C -0.4017 -1.3578 -2.4657
C 1.2943 0.2523 -3.3921
C -0.5276 1.0746 -1.8591
C -1.0277 -0.5635 1.7131
C -2.0406 -1.4723 1.6199
C -3.3794 -1.0215 1.5834
C -4.4774 -1.8952 1.4885
H -7.7949 -3.9157 1.2446
H -6.2937 -3.9422 2.2027
H -6.2176 -3.8526 0.4196
H -6.9892 0.3533 1.4977
H -5.0732 1.9351 1.6611
H -0.6268 2.8611 1.7442
H 1.6288 3.3909 1.7379
H 3.3423 0.2291 2.4856
H 5.2910 -0.6299 1.3011
H 5.5935 1.0425 1.8120
H 6.4191 1.0117 -0.3944
H 4.7823 1.6855 -0.5956
H 4.3458 1.2587 -2.9529
H 4.8521 -0.2058 -3.8347
H 6.0805 0.8530 -3.1012
H 2.5061 -1.0830 0.7170
H -1.0561 -1.2089 -3.3193
H 0.2695 -2.1876 -2.6699
H -1.0035 -1.6030 -1.5941
H 1.8345 1.1751 -3.2011
H 0.6845 0.3782 -4.2823
H 2.0106 -0.5490 -3.5601
H -1.1766 1.2789 -2.7062
H -1.1414 0.8277 -0.9953
H 0.0500 1.9669 -1.6347
H 0.0097 -0.8518 1.7348
H -1.8377 -2.5338 1.5708
H -4.2794 -2.9555 1.4423
```

Computed properties:
M = 432.546 g/mol
Energy above the lowest of the compared OMol25 structures with the same formula, charge and spin = 207.7 kJ/mol
SMILES string = COc1ccc2nc(/C=N/NC(=O)[C@H](CCSC)NC(=O)OC(C)(C)C)ccc2c1
LUMO level = 0.005 eV
Strongest force on any atom = 1.30 eV/Å